1.
# C7H13N

C7H13N in the gas phase (wB97M-V/def2-TZVPD, the OMol25 dataset).

XYZ file:
```
21
Properties=species:S:1:pos:R:3:mulliken_charge:R:1
C 2.205 0.444 0.093 -0.82
C 0.876 0.823 -0.709 -0.51
C -0.303 -0.002 -0.538 0.83
C -0.645 -0.754 0.715 -0.44
C -0.777 0.054 2.016 -1.28
C -2.095 -1.094 -1.928 -0.79
C -1.135 -0.188 -1.686 -0.55
N 2.204 0.586 1.471 -0.69
H 2.400 -0.595 -0.212 0.36
H 2.959 1.025 -0.422 0.41
H 1.063 0.822 -1.796 0.43
H 0.622 1.868 -0.530 0.35
H -0.021 -1.636 0.871 0.36
H -1.374 -0.504 2.733 0.35
H -1.640 -1.148 0.501 0.25
H 0.231 0.200 2.414 0.39
H -2.295 -1.895 -1.224 0.30
H -2.725 -0.934 -2.789 0.29
H -0.813 0.368 -2.561 0.26
H 2.502 1.532 1.688 0.18
H -1.238 1.027 1.893 0.33
```

## Properties
Strongest force on any atom (eV Å⁻¹): 1.9
HOMO (eV): -6.48
Molar mass (g mol⁻¹): 111.2
Energy above the lowest of the compared OMol25 structures with the same formula, charge and spin (eV): 5.4259
Energy (a.u.): -329.07206
Lowest unoccupied orbital energy (eV): -1.86

=====

2.
# C33H24ClN5ORuS

A molecular structure, C33H24ClN5ORuS (wB97M-V/def2-TZVPD, the OMol25 dataset).

XYZ file:
```
66
Properties=species:S:1:pos:R:3:mulliken_charge:R:1
Ru 0.507 0.230 -0.597 0.57
Cl 5.001 -5.666 0.005 -0.12
C 3.791 -4.537 -0.380 0.25
C 2.514 -5.002 -0.795 -0.71
C 1.554 -4.118 -1.163 -0.45
C 1.792 -2.697 -1.113 0.49
O 0.946 -1.887 -1.531 -0.49
C 3.069 -2.244 -0.594 0.21
C 3.384 -0.860 -0.487 0.39
N 2.599 0.171 -0.602 0.16
C 3.196 1.462 -0.546 0.47
C 4.554 1.718 -0.463 -0.85
C 5.056 3.023 -0.387 -1.23
C 4.213 4.097 -0.408 -0.83
C 2.826 3.888 -0.546 1.23
C 1.918 4.963 -0.634 -0.63
C 0.594 4.700 -0.840 -1.09
C 0.175 3.371 -0.938 -0.05
N 0.983 2.333 -0.815 -0.02
C 2.316 2.570 -0.626 0.31
C 4.053 -3.178 -0.291 -0.99
H 2.328 -6.067 -0.819 0.46
H 0.582 -4.456 -1.498 0.53
H 4.431 -0.677 -0.279 0.13
H 5.286 0.926 -0.464 0.38
H 6.125 3.167 -0.316 0.41
H 4.586 5.111 -0.343 0.45
H 2.293 5.975 -0.550 0.47
H -0.137 5.491 -0.932 0.46
H -0.868 3.177 -1.138 0.55
H 5.035 -2.848 0.023 0.52
C -1.717 -1.611 -2.861 -1.91
C -2.076 -2.029 -1.466 0.74
C -3.205 -2.858 -1.271 -1.06
C -3.591 -3.189 -0.006 -0.97
C -2.832 -2.745 1.096 0.88
C -3.152 -3.073 2.432 -0.76
C -2.333 -2.685 3.463 -0.89
C -1.158 -1.980 3.198 -0.58
C -0.820 -1.611 1.901 1.10
S 0.672 -0.788 1.629 -0.09
C -1.676 -1.975 0.817 -0.96
N -1.352 -1.611 -0.442 1.47
H -2.601 -1.287 -3.412 0.53
H -1.302 -2.465 -3.398 0.40
H -0.965 -0.828 -2.860 0.25
H -3.757 -3.206 -2.134 0.57
H -4.471 -3.799 0.161 0.45
H -4.045 -3.652 2.630 0.46
H -2.577 -2.943 4.484 0.43
H -0.492 -1.711 4.008 0.54
N -3.402 1.873 -1.038 -0.05
C -2.339 1.140 -1.408 -0.98
N -1.460 1.016 -0.437 0.85
C -1.965 1.747 0.643 0.61
C -1.448 2.013 1.911 -0.78
C -2.216 2.777 2.765 -0.98
C -3.469 3.280 2.385 -0.57
C -3.986 3.047 1.129 -1.16
C -3.208 2.280 0.269 0.88
H -4.209 2.071 -1.606 0.27
H -2.246 0.707 -2.390 0.53
H -0.478 1.645 2.210 0.42
H -1.847 2.997 3.758 0.47
H -4.036 3.874 3.088 0.44
H -4.946 3.442 0.824 0.47
```

## Properties
Strongest force on any atom (eV Å⁻¹): 0.9
Charge: +2
HOMO (spin up / spin down) (eV): -13.06 / -13.40
⟨S²⟩: 6.097
Molar mass (g mol⁻¹): 675.2
Energy above the lowest of the compared OMol25 structures with the same formula, charge and spin (eV): 1.0386
Energy (a.u.): -2573.74440
2S+1: 5
Lowest unoccupied orbital energy (spin up / spin down) (eV): -6.18 / -8.06

=====

Which of these has the highest energy? C7H13N

=====

The highest energy belongs to which entry? C7H13N

=====

Which value of strongest force on any atom does entry 2 give? 0.9 eV Å⁻¹